Record 1
Entry from the Open Molecules 2025 dataset: 2 unconnected molecules or ions with the total composition C4H7NO (wB97M-V/def2-TZVPD).

Geometry as XYZ:
```
13
Properties=species:S:1:pos:R:3:forces:R:3:lowdin_charge:R:1
C -0.665 0.813 -0.749 -3.5 3.8 2.7 -0.237
H -0.867 -1.191 -1.319 0.0 -0.2 0.1 0.120
O 0.655 1.064 -0.567 0.7 -0.4 0.0 -0.011
C 0.067 -0.890 0.620 0.1 -0.2 0.1 -0.103
C -1.011 -0.582 -0.421 -0.1 -0.7 -0.2 -0.195
H 0.412 -1.924 0.637 0.0 0.1 0.0 0.121
H -2.037 -0.716 -0.076 0.2 0.1 0.0 0.120
H -1.356 1.659 -0.981 1.1 -1.0 -2.1 0.073
H 2.936 0.743 0.132 -0.1 -0.1 0.1 0.067
C 1.187 0.047 0.231 0.5 0.1 0.1 -0.412
H -0.281 -0.623 1.625 0.1 0.0 -0.2 0.129
N 2.407 -0.036 0.533 -0.6 0.2 -0.2 0.162
H -1.446 1.635 0.332 1.5 -1.7 -0.3 0.165
```
Positions in Å, forces in eV/Å.

- Kohn-Sham gap: 9.55 eV
- Highest occupied orbital energy: -8.76 eV

=====

Record 2
Entry from the Open Molecules 2025 dataset: a single C4H7NO molecule (wB97M-V/def2-TZVPD).

Geometry as XYZ:
```
13
Properties=species:S:1:pos:R:3:forces:R:3:lowdin_charge:R:1
N 0.388 1.196 0.165 -0.1 0.6 -0.7 0.012
C -0.758 -0.887 0.151 -0.1 0.1 0.0 -0.161
O 2.005 0.685 -1.459 -0.4 -0.1 0.3 0.086
H -1.451 0.923 1.232 0.2 0.0 -0.1 0.111
C -0.964 0.650 0.292 -0.2 0.1 0.0 -0.174
H -1.572 1.028 -0.536 -0.2 -0.1 0.2 0.110
H 1.133 -0.557 0.862 0.5 -2.3 0.1 0.141
H -1.371 -1.300 -0.656 0.2 0.1 0.0 0.107
H 0.570 2.181 0.193 -0.2 0.2 -0.4 0.134
H -1.020 -1.430 1.065 0.0 0.2 -0.2 0.104
C 0.747 -0.967 -0.099 0.1 0.1 0.3 -0.101
H 1.154 -1.887 -0.529 0.0 0.4 0.3 0.126
C 1.139 0.366 -0.681 0.1 0.5 0.2 -0.494
```
Positions in Å, forces in eV/Å.

- Kohn-Sham gap: 10.20 eV
- Highest occupied orbital energy: -9.34 eV
- Structure (SMILES): O=C1CCCN1

=====

Record 3
Entry from the Open Molecules 2025 dataset: a molecular structure, C4H7NO (wB97M-V/def2-TZVPD).

Geometry as XYZ:
```
13
Properties=species:S:1:pos:R:3:forces:R:3:lowdin_charge:R:1
H -0.363 2.095 0.922 -0.1 -0.4 0.0 0.128
N -1.424 -0.101 -0.739 -0.1 -0.1 -0.4 0.000
H 1.410 -0.426 -1.568 0.1 0.1 0.0 0.129
H -0.706 -1.100 0.861 -0.9 0.6 0.9 0.137
H -0.491 -2.015 -0.736 0.1 0.2 0.6 0.151
C -1.139 0.050 0.694 0.7 -0.5 -0.1 -0.109
O 0.927 0.976 -0.188 0.2 0.1 -0.1 -0.152
H 0.495 0.861 1.860 0.0 0.0 -0.1 0.115
C -0.331 -0.972 -0.440 0.3 0.1 -0.8 -0.252
C 1.054 -0.380 -0.537 0.1 0.0 -0.3 -0.193
H -1.011 0.673 -1.257 -0.2 0.2 0.1 0.110
C -0.001 1.056 0.901 -0.1 -0.2 0.2 -0.195
H 1.779 -0.909 0.105 -0.2 0.0 -0.1 0.130
```
Positions in Å, forces in eV/Å.

- Kohn-Sham gap: 9.22 eV
- Highest occupied orbital energy: -8.29 eV

=====

Record 4
Entry from the Open Molecules 2025 dataset: 2 unconnected molecules or ions with the total composition C4H7NO (wB97M-V/def2-TZVPD).

Geometry as XYZ:
```
13
Properties=species:S:1:pos:R:3:forces:R:3:lowdin_charge:R:1
H 1.340 -1.268 -0.289 0.0 0.1 0.0 0.112
C 1.510 0.809 0.175 -0.1 -0.1 -0.1 0.048
C -1.071 0.479 -1.254 -0.2 0.1 -0.1 -0.309
H -1.037 -1.520 1.990 0.2 -0.2 -0.1 -0.056
C 0.865 -0.299 -0.172 0.3 0.2 0.1 -0.269
H 0.552 -1.222 2.606 0.0 -0.2 -0.2 -0.062
H -2.594 1.190 -2.063 0.0 0.0 0.1 0.050
H -0.332 1.007 -1.871 -0.1 0.0 0.1 0.136
H 2.585 0.780 0.320 -0.2 0.0 0.0 0.065
N -2.325 0.558 -1.313 0.4 0.0 -0.1 0.120
H 0.999 1.755 0.332 0.0 -0.2 -0.1 0.073
C 0.006 -1.897 1.907 -0.1 0.3 0.4 0.170
O -0.497 -0.373 -0.366 -0.1 0.0 -0.1 -0.079
```
Positions in Å, forces in eV/Å.

- Kohn-Sham gap (spin up / spin down): 8.80 / 8.73 eV
- Highest occupied orbital energy (spin up / spin down): -9.52 / -9.45 eV

=====

Record 5
Entry from the Open Molecules 2025 dataset: a single C4H7NO molecule (wB97M-V/def2-TZVPD).

Geometry as XYZ:
```
13
Properties=species:S:1:pos:R:3:forces:R:3:lowdin_charge:R:1
C 0.183 -1.614 0.149 1.7 -1.6 -1.5 0.047
C 1.114 -0.896 -0.572 -1.9 -1.0 0.2 -0.070
C 1.204 0.454 -0.086 -0.1 1.0 2.3 -0.495
H -2.133 0.756 0.523 0.0 0.0 -0.1 0.081
N -0.040 0.667 0.635 0.6 0.8 0.4 -0.063
H 0.079 1.257 1.455 0.2 0.3 -0.5 0.129
H 0.156 -1.687 1.228 -0.5 1.0 -0.1 0.074
H -0.339 -2.447 -0.316 0.4 -0.3 -0.1 0.062
O 2.118 1.248 -0.021 -0.1 -0.2 -0.5 0.068
C -1.261 0.990 -0.094 0.1 -0.1 0.1 -0.098
H 1.497 -1.169 -1.544 -0.2 -0.1 -0.1 0.103
H -1.279 2.050 -0.353 -0.1 0.0 -0.2 0.079
H -1.300 0.392 -1.004 -0.1 0.1 0.0 0.083
```
Positions in Å, forces in eV/Å.

- Kohn-Sham gap: 9.01 eV
- Highest occupied orbital energy: -8.80 eV
- Structure (SMILES): C=CC(=O)NC

=====

Record 6
Entry from the Open Molecules 2025 dataset: a single C4H7NO molecule (wB97M-V/def2-TZVPD).

Geometry as XYZ:
```
13
Properties=species:S:1:pos:R:3:forces:R:3:lowdin_charge:R:1
H -1.530 -0.955 -0.262 0.1 0.1 0.1 0.114
C 0.934 0.112 -1.324 0.3 0.0 -0.1 -0.311
H -0.122 2.454 1.135 0.0 -0.1 0.0 0.062
C -0.860 0.724 0.856 0.2 0.1 0.0 -0.240
H 0.025 0.563 -1.784 0.1 0.0 0.0 0.123
C 0.648 -0.941 -0.271 0.1 0.0 0.0 -0.174
H 1.479 -0.941 0.439 -0.1 0.0 -0.1 0.120
C -0.698 -0.705 0.410 0.0 0.0 0.0 -0.202
H -0.815 -1.364 1.282 0.0 0.1 -0.1 0.116
H 0.642 -1.916 -0.778 0.0 0.1 0.1 0.122
N 0.134 1.514 0.837 -0.4 -0.2 0.1 0.114
H -1.872 1.029 1.154 0.1 0.0 0.1 0.111
O 2.036 0.426 -1.694 -0.4 -0.2 0.1 0.045
```
Positions in Å, forces in eV/Å.

- Kohn-Sham gap: 10.38 eV
- Highest occupied orbital energy: -9.50 eV
- Structure (SMILES): [H]/N=C/CCC=O

=====

Record 7
Entry from the Open Molecules 2025 dataset: 2 unconnected molecules or ions with the total composition C4H7NO (wB97M-V/def2-TZVPD).

Geometry as XYZ:
```
13
Properties=species:S:1:pos:R:3:forces:R:3:lowdin_charge:R:1
H -1.011 1.555 -0.568 -0.3 -0.1 -0.2 0.125
C -0.579 0.556 -0.393 -0.1 0.3 0.0 -0.240
C 2.292 -1.144 -0.397 -0.7 -0.8 -0.1 -0.062
N 1.328 -1.770 -0.501 1.1 0.4 0.1 0.092
H -2.585 -0.240 -0.343 0.1 -0.1 0.1 0.070
C 0.527 0.980 0.526 0.3 0.1 -0.1 -0.303
H -1.357 -1.432 0.105 0.1 0.3 0.0 0.060
H -0.184 0.199 -1.348 0.0 0.1 0.2 0.105
H 3.172 -0.543 -0.287 -0.1 -0.1 0.0 0.071
H 0.239 1.031 1.599 0.1 0.0 0.0 0.129
H -1.825 -0.163 1.251 0.0 0.0 -0.2 0.070
C -1.640 -0.378 0.191 0.0 0.0 0.0 -0.110
O 1.623 1.348 0.165 -0.5 0.0 0.3 -0.007
```
Positions in Å, forces in eV/Å.

- Kohn-Sham gap: 10.99 eV
- Highest occupied orbital energy: -9.95 eV
- Structure (SMILES): CCC=O.C#N

=====

Record 8
Entry from the Open Molecules 2025 dataset: a single C4H7NO molecule (wB97M-V/def2-TZVPD).

Geometry as XYZ:
```
13
Properties=species:S:1:pos:R:3:forces:R:3:lowdin_charge:R:1
O 1.104 -0.826 0.927 -0.1 -0.1 0.2 -0.041
H -0.603 0.722 -1.602 0.1 0.2 0.2 0.138
H 1.034 -1.144 -1.165 0.0 0.1 0.2 0.147
C 1.904 0.198 0.340 0.2 0.2 0.0 -0.103
H -2.700 -0.267 -0.637 0.1 -0.2 -0.1 0.097
H 1.776 1.188 0.775 0.0 -0.1 -0.1 0.117
C 0.792 -0.410 -0.390 -0.2 0.1 -0.2 -0.273
N -1.289 0.999 0.399 -0.2 -0.2 0.2 0.034
H 2.930 -0.085 0.101 -0.2 0.0 0.1 0.111
H -1.623 -1.139 0.593 -0.2 0.1 -0.1 0.112
C -1.771 -0.298 -0.082 -0.3 -0.4 -0.2 -0.148
H -1.033 0.785 1.354 0.9 0.4 0.1 0.089
C -0.523 0.277 -0.613 0.0 -0.1 -0.2 -0.279
```
Positions in Å, forces in eV/Å.

- Kohn-Sham gap: 10.80 eV
- Highest occupied orbital energy: -9.63 eV
- Structure (SMILES): C1N[C@H]1[C@H]1CO1

=====

Record 9
Entry from the Open Molecules 2025 dataset: a single C4H7NO molecule (wB97M-V/def2-TZVPD).

Geometry as XYZ:
```
13
Properties=species:S:1:pos:R:3:forces:R:3:lowdin_charge:R:1
H 0.846 -0.089 1.335 0.0 0.0 -0.2 0.112
C 0.577 -0.172 -0.877 -0.2 0.1 0.3 0.093
H -2.578 -0.221 -0.261 0.2 0.1 0.0 0.112
H 2.119 0.532 0.280 -0.2 0.0 -0.1 0.138
H 1.962 -1.861 -0.450 0.1 -0.1 0.2 0.072
C -0.618 0.603 -0.904 0.3 0.0 -0.4 -0.333
H -0.549 1.533 0.947 0.0 -0.1 -0.1 0.090
N -1.225 1.380 0.203 0.1 0.1 0.2 0.039
C -1.585 0.001 0.117 -0.2 -0.2 0.2 -0.118
C 1.357 -0.273 0.372 -0.2 0.2 0.0 -0.351
H -1.200 -0.709 0.847 0.0 0.1 -0.2 0.112
H -1.068 0.828 -1.867 0.1 0.0 0.2 0.119
O 1.957 -1.546 0.467 0.2 -0.1 -0.1 -0.085
```
Positions in Å, forces in eV/Å.

- Kohn-Sham gap: 8.67 eV
- Highest occupied orbital energy: -8.72 eV

=====

Record 10
Entry from the Open Molecules 2025 dataset: a molecular structure, C4H7NO (wB97M-V/def2-TZVPD).

Geometry as XYZ:
```
13
Properties=species:S:1:pos:R:3:forces:R:3:lowdin_charge:R:1
H -0.602 0.396 -1.560 0.2 0.5 0.0 0.059
N 1.554 -0.362 -1.357 -1.2 0.1 0.5 0.008
H -2.772 -0.194 0.325 0.4 0.1 -0.1 0.071
H -2.100 0.374 1.859 0.3 0.0 -0.3 0.081
C -0.491 -0.307 0.514 0.8 -0.1 0.0 -0.502
H 2.317 1.578 -1.534 -1.0 -0.1 0.3 0.093
H 2.332 0.897 0.173 -0.3 -0.1 0.0 0.094
C 1.940 0.805 -0.843 -1.2 0.1 0.2 -0.111
H 1.609 -1.061 -0.619 -0.2 -0.2 0.2 0.056
C -0.063 0.548 -0.628 1.8 -0.7 -0.5 0.092
H -2.099 -1.345 1.502 0.2 0.3 -0.2 0.081
O 0.337 -0.974 1.120 -0.2 0.0 0.2 -0.007
C -1.962 -0.354 1.047 0.3 0.1 -0.3 -0.016
```
Positions in Å, forces in eV/Å.

- Kohn-Sham gap: 9.68 eV
- Highest occupied orbital energy: -9.03 eV

=====

Relative energy (zero: lowest compared OMol25 entry of this formula, charge and spin) values (in kcal/mol) by entry order: 86.8; 25.1; 114.5; 154.8; 62.6; 33.2; 42.6; 71.4; 121.5; 108.1.